67
Properties=species:S:1:pos:R:3:forces:R:3 method="wB97M-V/def2-TZVPD" lumo_ev="-8.6 / -8.6" homo_ev="-13.603 / -13.603" de_lowest_kcal_mol=92.7 total_charge=+2 homo_lumo_gap_ev="4.98 / 4.98"
H -0.4365 -3.0510 -1.0811 -0.4950 -0.1544 0.6319
P 0.4761 1.7076 -1.4692 0.1141 1.2005 -3.5077
H -3.9372 -0.2889 -3.2377 0.0448 -0.0569 0.0503
C -1.8300 -0.2545 -2.9074 1.0569 0.6507 -0.9017
C -1.8243 0.6110 -1.7573 -0.7353 0.1916 1.7161
H -0.8063 -3.4201 -3.5776 0.2832 0.2994 -0.2184
H 0.4180 3.3825 -3.2784 -0.2957 -0.0405 0.2802
C 0.8798 0.0496 -3.7292 -0.7576 -0.1375 0.1657
C 3.2334 -1.3615 1.6215 0.1456 0.4703 -0.2485
H -0.7957 3.6952 -2.0105 -0.1669 -0.0487 -0.3120
H 2.4132 1.5688 6.3409 -0.0391 0.0208 -0.0951
C -0.3497 2.9188 -2.6431 -0.2778 0.2229 0.1658
C -0.9174 -1.1324 -0.1588 -0.6731 0.6450 0.8626
H 1.3108 2.9578 0.3907 0.3120 0.3126 -0.0107
H -2.8821 -0.2170 -0.0554 0.3559 0.2544 -0.3499
C 1.4907 3.0319 -0.6829 -0.5352 0.3956 0.7290
H 1.1659 4.0207 -1.0088 -0.0876 -0.1141 -0.1308
C 0.7594 0.7904 3.4188 0.8409 -0.2622 -1.2125
H 1.5328 -2.7660 -1.5064 0.0737 -0.0708 -0.0041
O 3.4160 1.6972 2.5399 -0.5437 0.0173 2.1122
H 4.0612 -1.2240 2.3276 -0.1289 -0.0888 -0.1063
C 1.5880 1.0732 -2.8523 0.4663 0.1020 0.6010
H 2.5462 2.8989 -0.9148 -0.1254 -0.1655 0.0255
H 0.1828 0.5170 -4.4350 0.2865 0.0194 0.1409
H 0.1404 -0.7948 -0.1525 -0.4535 -0.2825 -0.2734
O -1.1084 0.7981 7.9335 2.1598 0.4630 -0.9535
C 0.3184 1.1413 6.1700 1.0053 -0.0091 -1.4009
H -2.7657 -3.4861 -0.6191 0.1883 -0.3979 -0.6643
H 2.4965 0.6608 -2.3808 -0.3382 0.1482 -0.3434
H -2.3094 1.5725 -1.8560 0.4267 0.4530 0.0043
O 4.0077 1.9403 4.6318 -2.1480 -0.8165 -2.0491
H 2.2538 -1.1953 -1.6950 -0.2219 0.1870 0.0784
O -2.3258 0.5142 2.4369 0.9546 -0.8861 1.1793
H -1.3381 -2.1184 -4.6529 0.5419 -0.0309 0.2515
C -0.4947 -2.4656 -4.0316 0.0463 -0.2407 -0.3412
H -1.7533 0.3356 -3.8457 0.1570 -0.2265 0.5924
H 1.8958 1.9344 -3.4698 -0.0171 -0.2795 0.4201
C -3.1547 -1.0409 -3.0943 -0.1510 -0.1916 0.0287
H 0.3604 -2.6509 -4.6975 -0.2410 0.0550 0.2655
C 1.8274 1.2655 4.2728 -0.9869 -0.2389 0.1475
C -3.5827 -1.9758 -1.9605 0.0799 0.4554 -0.5488
H -1.7550 0.7336 5.7606 0.1555 -0.1133 -0.0301
N 0.0764 1.0260 7.5915 -1.2195 -0.1098 3.2781
N -1.5037 -0.1220 3.0983 0.4932 -0.2451 -0.4061
H 2.3942 -1.8334 2.1383 0.0612 0.0010 -0.0477
H -4.2697 -2.7181 -2.3794 -0.1214 -0.1765 0.3545
Sn 2.5919 0.5983 0.8410 0.2667 -1.7795 0.9910
C -1.1397 -2.2340 -1.2735 1.4423 -0.4253 0.8125
C -0.5195 0.6107 3.9897 -0.0515 -0.0298 0.7326
H -1.5539 0.8655 0.3424 -0.3400 -0.3631 -0.3264
H 2.1578 -2.2610 -3.0730 -0.6029 0.1991 0.0087
C 1.6055 1.3515 5.6507 -1.0733 -0.1037 0.9390
C -0.7677 0.8568 5.3257 -0.0237 -0.5367 -0.4749
N 3.1394 1.6238 3.8195 2.1834 0.7382 0.0195
O 0.8928 0.4548 2.1670 0.0140 0.6313 0.2092
H -1.1002 -1.5437 0.8490 0.0456 0.0059 -0.5430
H -3.1759 -1.6203 -4.0336 0.5030 0.3871 0.3424
C -1.8542 0.0753 -0.3644 0.4601 -0.3491 0.6024
C 1.6070 -1.9174 -2.1851 -0.1739 -0.8697 1.3703
P -0.0717 -1.2516 -2.7090 -0.9461 -1.2266 -3.7406
C -2.4949 -2.6577 -1.2836 0.5850 0.5256 0.3849
O -1.2998 -1.3407 3.0182 -0.6668 1.8958 0.1626
O 0.9958 1.1230 8.4162 -1.0399 -0.0121 -2.1520
H 3.5860 -2.0035 0.8068 -0.0439 0.0280 0.1823
H -1.1274 2.4857 -3.2839 0.2977 0.1612 0.1008
H 1.6099 -0.5305 -4.3101 -0.2287 0.1787 0.1052
H -4.1861 -1.4111 -1.2419 -0.0971 -0.2362 0.3485

***

63
Properties=species:S:1:pos:R:3:forces:R:3 method="wB97M-V/def2-TZVPD" lumo_ev=0.7 homo_ev=-8.973 total_charge=0 homo_lumo_gap_ev=9.65
C -1.5541 5.3761 -6.2295 0.3074 -0.0729 0.2789
H -2.3141 -2.1016 3.9066 -0.0275 0.0610 0.2032
O 3.9862 -0.3965 1.7407 -0.6250 0.2856 0.4825
H -2.5759 4.4063 -4.5943 0.2185 0.0695 0.0079
H 1.4315 1.0003 1.6547 -0.0282 -0.1322 -0.1170
H -2.8205 3.5095 -0.8456 0.0468 0.0411 -0.1975
H 5.9725 -0.8331 0.5923 0.2227 -0.1047 -0.2061
C -1.3585 2.0906 -0.1061 -0.0950 0.4663 0.2384
C -2.3688 1.8039 1.0165 0.1674 -0.3638 -0.1423
H 0.4092 -3.0470 0.6539 -0.2529 0.0167 -0.0325
H -3.3718 1.6927 0.5920 0.0449 0.1320 -0.0111
C 0.0703 2.1705 0.4565 -0.2046 -0.4920 -0.1628
O -1.4910 2.5698 -3.0246 0.2490 0.5590 0.3638
H -0.2850 5.2820 -2.0008 -0.2069 -0.1289 -0.3152
H 0.1580 3.0292 1.1302 -0.0524 0.0592 -0.0143
H 1.2273 -7.2551 -0.0523 -0.0261 -0.0774 0.0708
H -2.0811 -0.3368 1.1085 -0.0147 0.0013 0.0036
C 0.4229 -7.0918 0.6672 0.3535 0.3904 0.2844
H 0.4533 0.0492 0.5306 0.0106 -0.0329 -0.0165
O -1.9549 -3.8626 1.3917 0.1606 -0.0842 -0.3224
H -2.3699 5.2616 -6.9349 0.0428 -0.0005 0.1134
C -0.5841 0.6188 2.3387 -0.0316 -0.1238 -0.3249
H 2.5551 -2.8394 2.8008 -0.0089 -0.0418 -0.0110
H 2.4632 -2.0473 -0.1525 0.0023 0.0666 -0.1478
C 4.1188 -1.3547 1.0003 -1.6235 0.5972 1.0711
H 0.7838 2.3134 -0.3612 -0.0182 0.0937 0.0194
H -0.5054 -7.5027 0.2681 0.0776 0.2010 0.0667
C 0.5645 5.7174 -4.5459 -0.8199 -0.2215 -0.5474
N -0.2080 -3.1840 2.6316 1.1282 0.0115 0.0849
H -2.3935 2.6468 1.7149 -0.0103 0.0543 0.0079
H -1.3473 4.2579 -0.2417 -0.0612 0.0145 0.1425
H -0.6384 -5.2368 0.7306 0.1111 0.0103 0.0392
C -0.3703 5.9941 -6.6387 -0.0631 -0.2841 0.8642
C -0.5850 5.0725 -4.0513 0.1182 0.1865 -0.9138
N 0.2642 -5.6621 0.9199 -1.0135 0.0600 -0.5275
H 0.6739 -7.6053 1.5969 0.0359 -0.0672 -0.0944
H 3.4512 -3.3350 0.5461 -0.0901 -0.1046 -0.0870
H -0.3286 -0.3138 2.8482 0.0345 0.0331 0.0708
C 1.2060 -4.8644 1.4352 0.9856 -0.4762 0.7140
H -2.1639 -3.7980 4.4373 -0.0256 0.0635 0.1545
C -1.2421 3.4882 -2.2556 -0.8196 -0.7225 -0.9538
H -0.2909 6.3557 -7.6593 0.2531 0.0345 0.1344
C -1.7322 3.4087 -0.8123 0.7291 0.0210 -0.0826
H -1.4126 1.2607 -0.8207 0.0032 0.1843 -0.0673
N 5.2688 -1.5190 0.3853 1.2274 -0.8329 -1.1383
C 0.4303 0.8962 1.2239 0.0654 0.2477 0.3133
C -1.5037 -3.4264 2.4435 -1.2141 -0.2460 -0.2424
H -0.5363 1.4229 3.0800 0.0104 -0.0068 0.0214
C 2.0240 -2.4677 1.9224 0.1335 -0.3365 -0.2703
H -2.7144 0.3749 2.5975 -0.0265 -0.0701 -0.0819
C -1.6661 4.9011 -4.9235 0.2361 0.1377 -0.2578
H 1.4050 5.8686 -3.8757 0.0960 0.0405 -0.1504
O 2.3081 -5.2859 1.7831 -0.2889 0.2957 -0.2176
H -3.4495 -3.3288 3.3002 0.1545 0.0100 0.0127
C -2.0051 0.5264 1.7780 0.1182 0.2702 0.2115
H 0.0858 -2.8370 3.5300 0.0935 -0.0316 -0.0088
N 0.6735 6.1623 -5.8109 -0.3744 -0.1124 0.3138
C 3.0029 -2.3612 0.7413 0.1102 -0.1642 0.4135
H 5.4230 -2.3056 -0.2167 0.3240 0.0491 -0.0577
N -0.6665 4.6631 -2.7095 0.0965 0.0432 1.2589
C -2.4214 -3.1422 3.6076 0.0803 0.0516 -0.1130
C 0.8253 -3.3786 1.6069 0.0181 0.4212 -0.1354
H 1.6522 -1.4713 2.1537 -0.0447 0.0511 0.0074